A molecular structure, C3H8N4, computed with ωB97M-V with the def2-TZVPD basis set.

Values from the calculation:
- E_tot (eV) = -9175.6243
- energy relative to the best compared isomer or geometry (same formula, charge and spin) (kcal/mol) = 43.7
- LUMO energy (alpha / beta) (eV) = -6.0098 / -10.2507
- molar mass (u) = 100.12

ORCA input file:
```
! RIJCOSX wB97M-V def2-TZVPD def2/J DEFGRID3
* xyz 2 3
C 3.61 7.28 -6.58
C -1.88 -5.17 4.92
C -0.69 -3.70 3.52
N -2.72 -5.53 5.65
N 3.35 7.11 -7.68
N -1.18 -5.01 3.94
N 3.05 7.04 -8.90
H 3.86 6.99 -5.53
H -0.26 -3.69 2.54
H -0.01 -3.31 4.22
H -1.46 -2.97 3.33
H -3.25 -5.85 6.40
H -0.80 -5.84 3.56
H 1.77 6.82 -9.08
H 3.92 6.84 -9.41
*
```

Atomic partial charges in e from the natural (NBO) method, atoms 1 to 6: C 0.279; C 0.769; C -0.431; N -0.458; N -0.191; N -0.559